{"formula": "C3H4HgO4", "method": "wB97M-V/def2-TZVPD", "total_energy_ha": -571.04037, "de_lowest_kcal_mol": 29.4, "lumo_energy_ev": [2.52, 1.79], "spin_multiplicity": 2, "mol_weight_g_mol": 304.7, "s2": 0.778, "charge": -1, "homo_energy_ev": [-3.3, -3.3], "elements": ["C", "C", "O", "C", "O", "O", "O", "Hg", "H", "H", "H", "H"], "xyz": [[-1.37623, 1.25398, -0.73086], [-0.30935, 0.48754, 0.02311], [0.27716, -0.51010, -0.80675], [1.25929, -1.26403, -0.28004], [1.72317, -2.16861, -1.01514], [1.61316, -1.08822, 0.91227], [-1.88903, 2.27441, -0.06693], [3.39857, -2.98419, 0.64315], [-2.12534, 0.55505, -1.16682], [-0.71036, 0.01397, 0.93943], [0.48959, 1.18273, 0.32448], [-2.35063, 2.24746, 1.22409]], "atomic_forces_ev_per_a": [[-1.4, -1.7, 3.2], [1.5, 0.4, -0.7], [-1.5, 1.0, -0.8], [1.6, -2.1, 1.2], [-0.8, 0.8, -0.8], [-0.8, 1.1, -0.1], [-0.7, 0.6, 1.6], [0.8, -0.6, 0.4], [0.4, 0.7, -0.8], [-0.2, 0.3, -0.2], [-0.3, -0.1, 0.2], [1.4, -0.6, -3.2]]}